Entry 1:
A molecular structure, C34H83BrMnN5O14S in a non-equilibrium geometry, computed with ωB97M-V with the def2-TZVPD basis set.

Geometry as XYZ:
```
139
Properties=species:S:1:pos:R:3
Mn 2.547 -0.598 0.852
Br 3.233 -2.680 2.165
S 0.003 0.299 0.840
O -0.635 1.035 1.846
O 0.574 -0.979 1.183
O -1.090 0.123 -0.110
O 1.238 0.973 0.371
C 2.320 1.492 3.201
O 3.264 0.679 2.504
C 4.524 1.311 2.321
C 5.330 0.466 1.317
N 4.473 0.187 0.094
C 5.063 -0.780 -0.787
C 3.973 -1.484 -1.673
O 2.764 -1.751 -0.965
C 1.783 -2.476 -1.714
H 1.520 0.853 3.573
H 1.906 2.358 2.684
H 2.738 1.995 4.073
H 5.030 1.401 3.282
H 4.312 2.294 1.899
H 5.545 -0.535 1.691
H 6.273 0.958 1.082
H 4.403 1.005 -0.494
H 5.429 -1.562 -0.121
H 5.895 -0.301 -1.303
H 4.392 -2.436 -1.999
H 3.822 -0.933 -2.601
H 1.611 -1.925 -2.639
H 0.838 -2.335 -1.188
H 1.950 -3.546 -1.835
C -0.324 3.421 -0.444
O -1.647 3.025 -0.234
C -2.380 3.116 -1.380
C -3.892 3.081 -0.954
N -4.155 1.827 -0.191
C -5.635 1.759 0.124
C -6.385 0.900 -1.063
O -6.294 1.547 -2.232
C -6.735 0.751 -3.301
H -0.374 4.404 -0.911
H 0.133 2.717 -1.139
H 0.199 3.582 0.499
H -2.137 2.443 -2.203
H -2.233 4.033 -1.951
H -4.295 2.957 -1.959
H -4.245 3.977 -0.444
H -4.088 1.105 -0.894
H -5.968 2.770 0.356
H -5.625 1.050 0.952
H -7.449 0.783 -0.859
H -5.976 -0.111 -1.087
H -6.289 0.760 -4.295
H -7.792 0.737 -3.565
H -6.771 -0.296 -2.999
C -3.323 -1.586 -1.681
O -3.255 -1.057 -0.450
C -3.252 -2.115 0.520
C -2.853 -1.551 1.893
N -3.610 -0.343 2.289
C -3.458 -0.066 3.723
C -3.483 1.501 3.910
O -3.120 2.091 2.702
C -3.131 3.478 2.951
H -2.695 -1.010 -2.361
H -4.344 -1.552 -2.060
H -3.058 -2.625 -1.876
H -2.358 -2.704 0.320
H -4.115 -2.770 0.641
H -1.798 -1.551 2.168
H -3.196 -2.347 2.553
H -4.564 -0.674 2.248
H -2.647 -0.597 4.222
H -4.268 -0.533 4.282
H -2.832 1.816 4.726
H -4.519 1.680 4.196
H -2.774 3.990 2.057
H -2.440 3.655 3.774
H -4.086 3.860 3.312
C 0.223 -4.175 8.372
O -0.745 -3.669 7.455
C -0.335 -2.332 7.078
C -1.290 -1.802 6.028
N -1.610 -2.897 5.116
C -0.526 -3.184 4.125
C -0.619 -4.612 3.631
O -0.494 -5.416 4.834
C 0.925 -5.851 4.972
H 1.158 -4.276 7.821
H 0.053 -5.200 8.700
H 0.491 -3.504 9.187
H 0.628 -2.436 6.578
H -0.246 -1.533 7.814
H -0.973 -0.839 5.626
H -2.244 -1.470 6.438
H -2.486 -2.626 4.694
H 0.481 -3.060 4.524
H -0.607 -2.533 3.254
H 0.014 -4.847 2.775
H -1.628 -4.806 3.268
H 1.488 -6.106 4.075
H 0.943 -6.779 5.543
H 1.355 -4.982 5.472
C -0.446 4.124 -5.314
C 0.948 3.577 -5.297
C 0.966 2.858 -3.960
C 2.223 1.835 -3.722
C 2.153 0.855 -4.933
C 2.159 1.569 -6.348
N 1.123 2.583 -6.403
O 1.048 3.249 -7.649
C 3.561 2.140 -6.766
C 1.836 0.346 -7.363
C 2.045 4.723 -5.188
H -1.326 3.508 -5.129
H -0.738 4.585 -6.257
H -0.735 4.842 -4.547
H 0.917 3.524 -3.098
H 0.105 2.193 -3.890
H 1.995 1.303 -2.798
H 3.121 2.426 -3.542
H 1.282 0.238 -4.710
H 2.985 0.153 -4.995
H 4.106 2.678 -5.990
H 4.251 1.333 -7.010
H 3.655 2.841 -7.595
H 2.407 -0.570 -7.211
H 0.819 -0.027 -7.242
H 1.933 0.605 -8.418
H 1.852 5.504 -4.452
H 2.076 5.189 -6.173
H 2.986 4.323 -4.809
H 1.884 3.718 -7.591
C 6.274 -4.965 0.047
O 7.407 -4.421 -0.437
H 6.376 -5.072 1.127
H 5.550 -4.159 -0.073
H 5.887 -5.884 -0.394
H 7.867 -5.227 -0.685
```

Orbital gap (spin up / spin down) = 6.2 / 6.3 eV
Total charge = -1
HOMO level (spin up / spin down) = -0.155 / -0.159 hartree
2S+1 = 6
Max |F| = 0.10409 Eh/bohr

Atomic partial charges in e from the Mulliken method, atoms 1 to 6: Mn 1.109; Br -0.738; S 0.418; O -0.675; O -0.690; O -0.555


Entry 2:
A molecular structure, C43H25BrF5GdN8O2 in a non-equilibrium geometry, computed with ωB97M-V with the def2-TZVPD basis set.

Geometry as XYZ:
```
85
Properties=species:S:1:pos:R:3
Gd 0.120 0.051 -0.003
Br 2.900 5.487 4.528
C 1.711 4.249 3.730
C 1.779 4.016 2.363
C 0.898 3.123 1.796
C -0.052 2.445 2.575
C -0.098 2.698 3.952
C 0.780 3.597 4.523
N -0.893 1.602 1.857
C -1.856 0.918 2.358
C -2.759 0.190 1.479
C -3.851 -0.503 2.009
C -4.730 -1.133 1.148
C -4.522 -1.009 -0.218
C -3.409 -0.308 -0.659
N -2.528 0.260 0.151
H 2.506 4.536 1.758
H 0.918 2.916 0.730
H -0.806 2.196 4.591
H 0.748 3.794 5.583
H -2.092 0.883 3.424
H -3.995 -0.540 3.077
H -5.568 -1.696 1.530
H -5.202 -1.456 -0.923
H -3.218 -0.183 -1.719
C 4.139 0.208 -2.700
C 3.789 1.113 -3.688
C 2.508 1.622 -3.706
C 1.578 1.240 -2.732
C 1.906 0.360 -1.664
C 3.225 -0.128 -1.710
C 0.211 1.768 -2.839
C -0.366 1.968 -4.122
C -1.620 2.488 -4.231
C -2.292 2.906 -3.061
C -3.521 3.591 -3.091
C -4.082 4.062 -1.936
C -3.446 3.842 -0.706
C -2.273 3.140 -0.639
C -1.660 2.654 -1.814
N -0.459 2.023 -1.720
H 5.133 -0.222 -2.699
H 4.510 1.426 -4.430
H 2.249 2.360 -4.454
H 3.571 -0.816 -0.944
H 0.193 1.675 -4.998
H -2.096 2.615 -5.193
H -3.990 3.769 -4.047
H -5.003 4.624 -1.967
H -3.880 4.253 0.194
H -1.767 2.986 0.301
N -0.302 -1.657 3.466
C -0.860 -2.240 2.354
O -0.790 -1.604 1.258
C -1.544 -3.459 2.504
C -1.542 -4.132 3.726
N -1.510 -4.670 4.743
C -2.194 -4.060 1.431
N -2.726 -4.553 0.533
H 0.379 -0.932 3.288
H -0.180 -2.218 4.292
N -0.767 -1.949 -6.722
C -0.836 -2.198 -5.606
C -0.927 -2.474 -4.219
C -1.407 -3.694 -3.736
C -1.478 -3.858 -2.365
C -1.074 -2.817 -1.541
N -0.626 -1.642 -1.989
C -0.549 -1.488 -3.307
H -1.712 -4.472 -4.420
H -1.847 -4.767 -1.918
H -1.126 -2.932 -0.468
H -0.174 -0.540 -3.670
F 6.006 -2.654 2.802
C 4.902 -1.936 2.544
C 4.705 -0.711 3.182
F 5.618 -0.256 4.049
C 3.570 0.033 2.927
F 3.376 1.211 3.559
C 2.577 -0.388 2.011
O 1.524 0.296 1.761
C 2.816 -1.645 1.410
F 1.850 -2.063 0.509
C 3.941 -2.409 1.655
F 4.111 -3.588 1.047
```

Orbital gap (spin up / spin down) = 6.7 / 6.8 eV
Total charge = 0
HOMO level (spin up / spin down) = -0.303 / -0.303 hartree
Relative energy (zero: lowest compared OMol25 entry of this formula, charge and spin) = 2.14 kcal/mol
2S+1 = 8
Max |F| = 0.03999 Eh/bohr

Atomic partial charges in e from the Mulliken method, atoms 1 to 6: Gd -0.091; Br -0.188; C -0.027; C -0.844; C 0.193; C 0.311


Entry 3:
A molecular structure, C50H54N3O2P2RbSSi2, computed with ωB97M-V with the def2-TZVPD basis set.

Geometry as XYZ:
```
115
Properties=species:S:1:pos:R:3
Rb -0.985 0.079 0.337
C -1.830 4.389 1.318
Si -0.099 3.802 0.829
C -0.122 3.531 -1.041
C 1.041 5.301 1.085
N 0.373 2.401 1.595
P 0.584 1.723 3.022
C 0.228 0.138 3.292
P 1.036 -1.210 2.782
N 0.390 -2.139 1.666
Si 0.448 -3.503 0.726
C 0.107 -5.119 1.657
C 2.087 -3.768 -0.191
C -0.871 -3.425 -0.624
C 1.393 -2.294 4.241
C 2.160 -3.450 4.113
C 2.423 -4.258 5.210
C 1.906 -3.924 6.458
C 1.138 -2.776 6.595
C 0.892 -1.963 5.494
C 2.762 -0.841 2.224
C 2.953 -0.502 0.884
C 4.202 -0.119 0.416
C 5.289 -0.073 1.280
C 5.111 -0.398 2.618
C 3.858 -0.773 3.083
C -0.375 2.722 4.252
C -0.015 4.028 4.576
C -0.795 4.794 5.432
C -1.959 4.262 5.973
C -2.325 2.959 5.660
C -1.533 2.194 4.813
C 2.298 2.179 3.562
C 3.213 2.733 2.676
C 4.512 3.024 3.083
C 4.904 2.777 4.390
C 3.996 2.220 5.286
C 2.710 1.916 4.868
H -2.121 5.294 0.774
H -1.883 4.599 2.390
H -2.567 3.611 1.096
H -0.351 4.457 -1.579
H -0.859 2.780 -1.344
H 0.858 3.174 -1.373
H 0.679 6.173 0.530
H 2.054 5.078 0.738
H 1.106 5.576 2.140
H 0.875 -5.330 2.404
H 0.054 -5.971 0.970
H -0.849 -5.045 2.184
H 2.929 -3.848 0.502
H 2.289 -2.911 -0.841
H 2.060 -4.673 -0.810
H -1.874 -3.320 -0.200
H -0.859 -4.325 -1.248
H -0.700 -2.571 -1.287
H 2.562 -3.711 3.140
H 3.028 -5.151 5.094
H 2.107 -4.555 7.317
H 0.735 -2.507 7.566
H 0.313 -1.048 5.568
H 2.118 -0.537 0.193
H 4.321 0.147 -0.629
H 6.265 0.230 0.917
H 5.946 -0.341 3.308
H 3.729 -1.007 4.134
H 0.892 4.448 4.154
H -0.496 5.808 5.675
H -2.574 4.860 6.637
H -3.230 2.535 6.083
H -1.780 1.166 4.570
H 2.894 2.917 1.658
H 5.220 3.436 2.373
H 5.916 3.003 4.709
H 4.298 2.011 6.306
H 2.007 1.452 5.553
N 0.865 -0.154 -2.076
S 1.507 -0.850 -3.310
C 0.495 -2.234 -3.875
C -0.847 -2.029 -4.170
C -1.644 -3.110 -4.500
C -1.096 -4.389 -4.534
C 0.243 -4.587 -4.230
C 1.046 -3.504 -3.891
C 1.228 0.167 -4.786
C 1.716 -0.238 -6.022
C 1.505 0.558 -7.135
C 0.808 1.756 -7.009
C 0.328 2.152 -5.770
C 0.541 1.360 -4.647
H -0.113 0.099 -2.274
H -1.264 -1.030 -4.097
H -2.695 -2.952 -4.712
H -1.723 -5.237 -4.780
H 0.659 -5.587 -4.231
H 2.083 -3.647 -3.610
H 2.245 -1.181 -6.112
H 1.880 0.245 -8.102
H 0.639 2.378 -7.879
H -0.218 3.082 -5.669
H 0.166 1.656 -3.674
O -1.995 0.623 -2.543
C -3.078 0.039 -2.268
O -3.530 -0.230 -1.142
C -3.907 -0.422 -3.472
C -4.946 -1.327 -3.294
C -5.664 -1.801 -4.384
C -5.354 -1.361 -5.666
C -4.325 -0.445 -5.849
C -3.605 0.017 -4.756
H -5.164 -1.651 -2.284
H -6.464 -2.517 -4.237
H -5.911 -1.732 -6.519
H -4.079 -0.099 -6.846
H -2.785 0.716 -4.878
```

Orbital gap = 5.1 eV
Total charge = -2
HOMO level = -0.050 hartree
Relative energy (zero: lowest compared OMol25 entry of this formula, charge and spin) = 0.04 kcal/mol
Max |F| = 0.00294 Eh/bohr

Atomic partial charges in e from the Mulliken method, atoms 1 to 6: Rb 0.637; C -0.938; Si -0.374; C -0.799; C -1.049; N 0.741


Entry 4:
C2H2N2OS2 in the gas phase in a non-equilibrium geometry, computed with ωB97M-V with the def2-TZVPD basis set.

Geometry as XYZ:
```
9
Properties=species:S:1:pos:R:3
S 2.522 0.518 -0.802
C 1.112 0.156 -0.095
N 0.851 -0.096 1.226
N -0.540 -0.078 1.395
C -1.108 -0.165 0.148
S -2.647 -0.447 -0.243
O -0.088 0.050 -0.743
H 1.423 0.447 1.907
H -0.911 -0.709 2.096
```

Orbital gap = 9.4 eV
Total charge = 0
HOMO level = -0.344 hartree
Relative energy (zero: lowest compared OMol25 entry of this formula, charge and spin) = 2.69 kcal/mol
Max |F| = 0.02558 Eh/bohr
SMILES = S=c1[nH][nH]c(=S)o1

Atomic partial charges in e from the Mulliken method, atoms 1 to 6: S -0.330; C 0.302; N -0.169; N -0.165; C 0.313; S -0.331


Entry 5:
2 unconnected molecules or ions with the total composition C3H7BrS3 in a non-equilibrium geometry, computed with ωB97M-V with the def2-TZVPD basis set.

Geometry as XYZ:
```
14
Properties=species:S:1:pos:R:3
C -0.286 -1.446 -1.216
C 0.718 -1.234 -0.136
C -0.028 1.148 0.708
S -1.159 1.704 -0.601
S 1.472 2.142 0.845
S -0.850 0.924 2.323
Br 0.731 -2.035 1.494
H -1.313 -1.862 -0.838
H -0.132 -2.257 -1.940
H -0.534 -0.589 -1.897
H 1.594 -0.853 -0.675
H -0.266 2.045 -1.639
H 2.174 1.279 1.700
H -2.122 1.033 1.872
```

Orbital gap (spin up / spin down) = 7.4 / 7.8 eV
Total charge = 0
HOMO level (spin up / spin down) = -0.282 / -0.277 hartree
Relative energy (zero: lowest compared OMol25 entry of this formula, charge and spin) = 63.74 kcal/mol
Max |F| = 0.07560 Eh/bohr

Atomic partial charges in e from the Mulliken method, atoms 1 to 6: C -0.845; C -0.150; C -0.051; S -0.253; S -0.160; S -0.086


Entry 6:
2 unconnected molecules or ions with the total composition C6H15NS in a non-equilibrium geometry, computed with ωB97M-V with the def2-TZVPD basis set.

Geometry as XYZ:
```
23
Properties=species:S:1:pos:R:3
C -1.453 0.246 0.801
N -1.313 -0.921 -0.009
C -0.107 -1.177 -0.536
C 0.512 -0.073 -1.560
S 1.657 0.985 -0.756
C -0.016 -2.582 -1.130
C -0.408 0.431 1.939
C -0.067 1.914 2.156
H -1.481 1.189 0.212
H -2.449 0.217 1.247
H 0.643 -1.113 0.259
H -2.538 0.905 -2.496
H 1.005 -0.652 -2.328
H -0.203 0.599 -2.018
H -3.110 0.428 -2.477
H 1.048 -2.777 -1.268
H -0.354 -3.295 -0.383
H -0.609 -2.644 -2.039
H 0.553 0.074 1.568
H -0.764 0.120 2.929
H 0.321 1.996 3.172
H 0.705 2.201 1.458
H -0.940 2.544 2.040
```

Orbital gap = 5.4 eV
Total charge = 0
HOMO level = -0.298 hartree
Relative energy (zero: lowest compared OMol25 entry of this formula, charge and spin) = 127.77 kcal/mol
Max |F| = 0.05764 Eh/bohr

Atomic partial charges in e from the Mulliken method, atoms 1 to 6: C -0.591; N -0.407; C 0.596; C -0.481; S -0.274; C -1.568